Formula: C36H97NO21SSi
Source: the Open Molecules 2025 dataset
Level of theory: ωB97M-V/def2-TZVPD

- E_HOMO: -7.653 eV
- Gap between HOMO and LUMO: 8.1 eV
- Lowest unoccupied orbital energy: 0.4 eV

ORCA input file:
```
! wB97M-V def2-TZVPD RIJCOSX def2/J DEFGRID3
* xyz 0 1
C 1.15 -0.50 -0.98
Si -0.58 -0.64 -1.67
C -1.74 -1.68 -0.62
C -0.44 -1.55 -3.32
O -1.13 0.91 -2.06
C -2.25 1.42 -1.36
C -3.54 1.26 -2.22
N -4.52 0.33 -1.66
C -5.10 0.65 -0.41
C -5.25 1.95 0.01
C -5.81 2.16 1.26
C -6.20 1.11 2.05
C -6.07 -0.19 1.62
C -5.53 -0.41 0.38
S -5.34 -2.05 -0.33
C -5.74 -1.69 -2.04
C -6.46 -2.57 -2.79
C -6.78 -2.25 -4.09
C -6.39 -1.04 -4.60
C -5.66 -0.16 -3.82
O -5.30 1.06 -4.37
C -5.29 -0.46 -2.53
H 1.83 0.00 -1.69
H 1.59 -1.48 -0.78
H 1.19 0.08 -0.05
H -2.18 -1.16 0.23
H -1.11 -2.48 -0.19
H -2.49 -2.18 -1.24
H -0.05 -2.57 -3.16
H -1.45 -1.69 -3.72
H 0.21 -1.03 -4.04
H -2.38 1.07 -0.33
H -2.10 2.51 -1.29
H -3.18 0.84 -3.17
H -3.93 2.25 -2.49
H -4.95 2.77 -0.62
H -5.91 3.18 1.60
H -6.63 1.33 3.02
H -6.38 -1.02 2.24
H -6.80 -3.52 -2.38
H -7.37 -2.92 -4.73
H -6.65 -0.73 -5.61
H -6.07 1.50 -4.78
C 1.33 -4.94 0.22
O 1.07 -3.87 -0.68
H 1.82 -4.53 1.10
H 0.40 -5.43 0.52
H 2.00 -5.68 -0.25
H 0.64 -4.25 -1.46
C -7.06 3.78 -3.77
O -6.36 3.41 -2.58
H -7.64 4.67 -3.56
H -6.34 3.99 -4.57
H -7.73 2.97 -4.07
H -5.85 2.62 -2.78
C -9.51 -1.89 -0.59
O -8.64 -0.79 -0.42
H -10.53 -1.51 -0.69
H -9.25 -2.46 -1.49
H -9.47 -2.55 0.29
H -7.74 -1.14 -0.33
C 5.00 0.30 0.27
O 4.11 -0.78 0.53
H 4.46 1.23 0.41
H 5.85 0.26 0.95
H 5.35 0.25 -0.77
H 4.60 -1.60 0.39
C 4.74 -4.94 2.00
O 4.54 -3.84 1.12
H 5.21 -4.58 2.91
H 3.78 -5.40 2.25
H 5.38 -5.69 1.53
H 4.12 -4.18 0.32
C -10.26 -2.51 -6.62
O -9.52 -3.30 -5.70
H -9.87 -1.50 -6.60
H -10.17 -2.91 -7.63
H -11.32 -2.49 -6.34
H -9.88 -4.19 -5.73
C 8.46 -0.31 2.74
O 8.83 -1.08 1.60
H 7.41 -0.50 2.96
H 9.06 -0.59 3.61
H 8.59 0.75 2.54
H 9.76 -0.90 1.43
C -11.12 3.86 -2.83
O -10.33 2.90 -3.52
H -11.60 4.50 -3.56
H -11.89 3.36 -2.23
H -10.49 4.47 -2.18
H -9.91 2.34 -2.86
C 6.02 2.51 3.23
O 7.42 2.65 3.01
H 5.76 1.46 3.16
H 5.76 2.89 4.22
H 5.47 3.07 2.46
H 7.62 3.59 3.07
C -5.08 1.74 -7.64
O -6.31 2.37 -7.29
H -4.55 1.51 -6.71
H -5.27 0.82 -8.19
H -4.46 2.41 -8.24
H -6.77 2.58 -8.11
C 7.71 6.17 0.88
O 7.75 5.30 2.02
H 7.26 5.63 0.06
H 7.11 7.04 1.11
H 8.72 6.47 0.61
H 8.15 5.79 2.75
C 11.24 7.91 -0.15
O 10.03 8.14 -0.87
H 10.98 7.57 0.85
H 11.84 7.14 -0.64
H 11.82 8.83 -0.07
H 10.27 8.43 -1.75
C 4.63 0.99 7.00
O 5.46 2.14 7.13
H 3.59 1.31 7.01
H 4.84 0.48 6.06
H 4.81 0.31 7.84
H 6.37 1.83 7.12
C 4.36 7.12 -0.90
O 4.99 7.10 0.38
H 5.14 7.03 -1.66
H 3.67 6.28 -1.00
H 3.82 8.06 -1.04
H 4.29 7.17 1.04
C -2.80 -3.14 -6.74
O -3.12 -2.36 -5.59
H -1.81 -3.56 -6.61
H -3.52 -3.96 -6.85
H -2.82 -2.52 -7.64
H -4.00 -2.00 -5.71
C 10.07 -1.04 6.86
O 8.83 -0.46 7.29
H 10.67 -1.26 7.74
H 9.87 -1.97 6.32
H 10.60 -0.34 6.22
H 8.32 -0.28 6.50
C 3.94 -8.46 4.03
O 4.79 -7.32 4.15
H 2.91 -8.12 4.03
H 4.14 -8.98 3.09
H 4.09 -9.15 4.87
H 5.69 -7.64 4.15
C -0.20 -8.22 2.13
O 0.70 -7.58 3.03
H 0.18 -9.20 1.90
H -1.18 -8.32 2.61
H -0.29 -7.64 1.21
H 0.35 -6.71 3.23
C 4.35 2.02 10.94
O 3.14 2.24 10.22
H 4.10 1.69 11.94
H 4.94 1.25 10.44
H 4.92 2.95 11.00
H 3.39 2.53 9.34
*
```

Here are the Mulliken charges for atoms 1 to 99, given in e:
1 C -0.954
2 Si 0.461
3 C -0.735
4 C -0.587
5 O -0.660
6 C -0.629
7 C -0.922
8 N 1.423
9 C -0.029
10 C -0.382
11 C -1.027
12 C -0.717
13 C -0.014
14 C 0.014
15 S -0.211
16 C 0.717
17 C -0.699
18 C -0.471
19 C -0.611
20 C 0.920
21 O -0.576
22 C -1.257
23 H 0.292
24 H 0.212
25 H 0.281
26 H 0.306
27 H 0.402
28 H 0.170
29 H 0.178
30 H -0.040
31 H 0.336
32 H 0.334
33 H 0.325
34 H 0.527
35 H 0.563
36 H 0.421
37 H 0.404
38 H 0.395
39 H 0.464
40 H 0.515
41 H 0.424
42 H 0.556
43 H 0.085
44 C -0.695
45 O -0.367
46 H 0.137
47 H 0.349
48 H 0.367
49 H 0.180
50 C -0.708
51 O -0.553
52 H 0.251
53 H 0.293
54 H 0.226
55 H 0.333
56 C -0.606
57 O -0.403
58 H 0.260
59 H 0.167
60 H 0.258
61 H 0.257
62 C -0.348
63 O -0.361
64 H 0.183
65 H 0.022
66 H 0.340
67 H 0.217
68 C -0.529
69 O -0.456
70 H 0.265
71 H 0.169
72 H 0.271
73 H 0.257
74 C -0.535
75 O -0.450
76 H 0.195
77 H 0.276
78 H 0.263
79 H 0.265
80 C -0.304
81 O -0.553
82 H 0.066
83 H 0.268
84 H 0.215
85 H 0.295
86 C -0.607
87 O -0.438
88 H 0.230
89 H 0.272
90 H 0.265
91 H 0.264
92 C -0.413
93 O -0.453
94 H 0.072
95 H 0.306
96 H 0.227
97 H 0.308
98 C -0.467
99 O -0.472